(1)
Density functional theory data (ωB97M-V/def2-TZVPD) for C18H14F5IN2OSr as an isolated structure in a non-equilibrium geometry.

Computed properties:
E_LUMO (spin up / spin down) = -4.00 / -3.99 eV

```
! RIJCOSX wB97M-V def2-TZVPD def2/J DEFGRID3
* xyz 0 1
C -0.002 -2.533 -0.777
C -2.646 -0.161 -0.265
H 0.252 -2.120 -1.750
H -1.036 -2.656 -0.480
H 0.801 -2.680 -0.063
H -2.638 0.916 -0.181
H -2.444 -0.631 -1.223
H -2.689 -0.779 0.620
C 3.174 -0.600 -0.207
C 4.550 -0.355 -0.291
C 4.979 0.927 0.062
C 4.047 1.929 0.442
H 2.722 -1.549 -0.526
H 5.249 -1.153 -0.602
H 6.049 1.183 0.056
H 4.340 2.934 0.713
N 2.323 0.330 0.254
C 2.668 1.608 0.517
C 1.589 2.602 0.862
N 0.299 2.214 0.800
C -0.755 3.006 1.038
C 0.732 4.783 1.575
C -0.589 4.334 1.453
H -1.743 2.552 0.888
H -1.463 4.970 1.671
C 1.832 3.937 1.275
H 2.865 4.251 1.368
H 0.938 5.809 1.910
Sr -0.177 -0.224 0.257
I 0.206 1.043 -2.864
F -3.655 -5.217 2.847
C -2.802 -4.167 2.781
C -1.463 -4.406 2.492
F -1.018 -5.656 2.278
C -0.575 -3.337 2.422
F 0.737 -3.558 2.179
C -1.037 -2.000 2.620
O -0.226 -0.997 2.558
C -2.424 -1.800 2.917
F -2.873 -0.542 3.139
C -3.290 -2.886 3.007
F -4.586 -2.682 3.300
*
```



(2)
Density functional theory data (ωB97M-V/def2-TZVPD) for one molecule with the formula C3H5NO2S in a non-equilibrium geometry.

Computed properties:
E_LUMO = -0.19 eV
energy relative to the best compared isomer or geometry (same formula, charge and spin) = 119.7 kcal per mole

```
! RIJCOSX wB97M-V def2-TZVPD def2/J DEFGRID3
* xyz 0 1
C -0.085 -0.457 -0.322
C 1.094 -0.246 0.670
C 1.111 1.144 1.244
H -1.811 1.007 1.144
H -2.292 -0.433 -0.786
H 1.070 -0.787 1.615
H 1.994 -0.574 -0.087
H 2.177 1.108 1.984
N -1.399 -0.434 -0.143
O -1.632 -0.026 1.187
O 0.224 2.115 0.869
S 0.450 -1.041 -1.804
*
```



(3)
Density functional theory data (ωB97M-V/def2-TZVPD) for a 7-piece molecular cluster, C24H70N3O24P6 overall in a non-equilibrium geometry.

Computed properties:
E_LUMO = -3.35 eV

```
! RIJCOSX wB97M-V def2-TZVPD def2/J DEFGRID3
* xyz 1 1
C -1.082 6.212 2.457
C -0.712 5.479 1.136
C -0.041 4.104 1.333
C 1.483 4.212 1.348
N 1.994 4.868 2.564
C 2.340 4.050 3.594
N 2.754 2.751 3.374
N 2.310 4.523 4.811
C 1.870 5.857 5.206
H -2.034 6.718 2.317
H -1.158 5.488 3.267
H -0.313 6.953 2.667
H -0.044 6.123 0.565
H -1.633 5.332 0.575
H -0.423 3.587 2.215
H -0.266 3.529 0.433
H 1.727 4.879 0.521
H 1.973 3.267 1.109
H 2.718 5.548 2.369
H 1.963 2.157 3.120
H 3.129 2.362 4.234
H 2.610 3.916 5.560
H 0.898 5.727 5.678
H 2.551 6.320 5.915
H 1.770 6.551 4.381
C -4.307 7.680 8.611
O -3.240 7.127 7.814
P -3.627 6.075 6.625
O -4.325 5.075 7.498
O -2.081 5.726 6.328
C -1.366 5.056 7.362
O -4.003 5.373 5.181
C -5.401 5.175 4.889
H -3.954 8.620 9.026
H -5.200 7.867 8.019
H -4.543 6.987 9.415
H -2.027 4.512 8.036
H -0.779 5.772 7.941
H -0.689 4.346 6.884
H -6.017 5.997 5.246
H -5.728 4.248 5.356
H -5.503 5.100 3.809
C 4.398 5.232 -1.064
O 3.830 6.124 -2.034
P 3.923 5.703 -3.591
O 5.348 5.541 -3.919
O 3.231 7.040 -4.110
C 4.020 8.231 -4.201
O 3.048 4.783 -4.544
C 3.384 3.381 -4.622
H 3.905 5.419 -0.111
H 4.246 4.189 -1.342
H 5.464 5.431 -0.961
H 5.077 7.999 -4.323
H 3.877 8.838 -3.307
H 3.673 8.785 -5.069
H 3.714 2.984 -3.663
H 4.171 3.247 -5.360
H 2.492 2.848 -4.939
C -3.390 -0.104 1.817
O -3.220 -0.657 3.142
P -2.285 0.101 4.182
O -0.923 0.195 3.601
O -2.467 -0.976 5.339
C -1.707 -2.187 5.283
O -2.486 1.331 5.174
C -2.213 2.626 4.622
H -4.330 -0.474 1.419
H -3.419 0.985 1.836
H -2.574 -0.439 1.180
H -0.790 -2.056 4.710
H -2.308 -2.979 4.837
H -1.456 -2.461 6.304
H -2.522 2.687 3.578
H -1.139 2.810 4.697
H -2.731 3.389 5.188
C -3.527 -1.056 -6.009
O -3.989 -0.786 -4.675
P -3.095 -1.345 -3.410
O -3.134 -2.791 -3.809
O -4.214 -0.856 -2.369
C -5.498 -1.483 -2.421
O -2.028 -1.496 -2.175
C -0.752 -2.094 -2.468
H -3.953 -0.300 -6.666
H -2.442 -1.016 -6.081
H -3.873 -2.042 -6.312
H -5.431 -2.485 -2.844
H -6.185 -0.879 -3.013
H -5.868 -1.549 -1.400
H -0.385 -1.823 -3.456
H -0.843 -3.175 -2.400
H -0.044 -1.744 -1.718
C 5.034 -7.149 -3.470
O 3.630 -6.834 -3.492
P 3.152 -5.308 -3.118
O 3.658 -5.270 -1.705
O 1.611 -5.751 -3.280
C 1.085 -6.712 -2.362
O 2.617 -3.751 -3.191
C 3.549 -2.719 -2.839
H 5.191 -8.005 -4.120
H 5.643 -6.319 -3.824
H 5.325 -7.404 -2.453
H 1.641 -6.723 -1.424
H 1.103 -7.705 -2.806
H 0.050 -6.448 -2.152
H 4.562 -2.946 -3.164
H 3.538 -2.590 -1.759
H 3.222 -1.800 -3.323
C 2.134 -12.993 -6.525
O 0.787 -12.823 -6.041
P 0.475 -11.561 -5.107
O 1.345 -11.642 -3.919
O -1.053 -11.955 -4.871
C -1.357 -12.959 -3.902
O 0.123 -10.037 -5.394
C 1.222 -9.112 -5.513
H 2.086 -13.593 -7.430
H 2.605 -12.039 -6.759
H 2.723 -13.513 -5.772
H -0.578 -13.027 -3.143
H -1.476 -13.924 -4.395
H -2.295 -12.682 -3.428
H 2.080 -9.568 -6.004
H 1.508 -8.768 -4.523
H 0.888 -8.262 -6.101
*
```



(4)
Density functional theory data (ωB97M-V/def2-TZVPD) for one molecule with the formula C4H12N2S in a non-equilibrium geometry.

Computed properties:
E_LUMO = 0.93 eV
energy relative to the best compared isomer or geometry (same formula, charge and spin) = 24.2 kcal per mole

```
! RIJCOSX wB97M-V def2-TZVPD def2/J DEFGRID3
* xyz 0 1
C 0.109 -0.195 1.629
C 0.262 -0.442 0.091
C 0.300 -1.960 -0.108
S 1.826 -2.609 -0.810
N -0.917 0.084 -0.618
C -1.035 1.531 -0.533
N 0.281 2.206 -0.408
H -0.460 -1.001 2.067
H -0.484 0.700 1.786
H 1.150 -0.192 1.950
H 1.167 -0.022 -0.336
H -0.591 -2.318 -0.643
H 0.177 -2.697 0.686
H 1.753 -2.250 -2.100
H -0.831 -0.131 -1.603
H -1.616 1.706 0.377
H -1.619 1.988 -1.324
H 0.402 2.426 0.582
H 0.125 3.176 -0.686
*
```